[1]
DFT (wB97M-V/def2-TZVPD) results for a molecular structure, AsCsF6 at a distorted geometry.

Properties
**2S+1**: 1
**Electronic energy**: -2855.2112 hartree
**Kohn-Sham gap**: 9.0 eV
**LUMO**: -2.0 eV
**Strongest force on any atom**: 2.3 eV/Å
**ΔE to the lowest compared entry with this formula, charge and spin**: 174.8 kJ/mol

Cartesian coordinates (Å):
1 F 1.75376 -0.78126 -0.03428
2 Cs -0.71028 3.54214 -3.81720
3 F -0.43425 -1.97540 -0.31138
4 F 0.46513 -1.49909 2.05683
5 F -1.57613 -0.17640 0.99950
6 As 0.10983 -0.53068 0.56567
7 F 0.52913 1.01734 1.41957
8 F -0.13720 0.40333 -0.87873

---

[2]
DFT (wB97M-V/def2-TZVPD) results for a molecular structure, AsF6H22O11 at a distorted geometry.

Properties
**2S+1**: 2
**Electronic energy**: -3675.7267 hartree
**Kohn-Sham gap (alpha / beta)**: 9.4 / 2.6 eV
**LUMO (alpha / beta)**: -1.5 / -8.3 eV
**Strongest force on any atom**: 3.3 eV/Å
**ΔE to the lowest compared entry with this formula, charge and spin**: 89.9 kJ/mol

Cartesian coordinates (Å):
1 H -1.22069 -1.88039 -3.14364
2 H -2.54289 0.20972 -2.27336
3 O -1.50076 -2.33998 2.46583
4 H 4.04806 0.38831 1.65103
5 O 1.66351 4.04656 1.58262
6 F 0.80059 1.72254 0.92055
7 H -3.01135 2.84588 -2.05796
8 H -1.09417 -1.66500 4.12927
9 H 1.33742 3.18461 1.32388
10 H 1.71573 1.24906 -3.07033
11 H 0.05028 -3.22708 -0.74892
12 As 0.37168 0.26211 0.00541
13 O -0.53344 -1.14313 4.70325
14 H -2.23678 3.09317 2.32139
15 O -3.01926 2.61640 -2.98721
16 H -0.33726 -0.35559 4.19578
17 H 1.75103 -2.19400 1.39981
18 H 5.42180 1.00554 1.49694
19 O -2.72622 2.58233 1.67663
20 H 1.58923 4.57892 0.79060
21 O 4.70739 0.61360 0.99471
22 O 0.20157 -3.99142 -0.19293
23 H 1.17977 1.45082 -4.47173
24 F 1.44871 0.76766 -1.38422
25 F -0.78492 -0.17252 1.32847
26 O -0.88196 -2.74719 -3.36761
27 F 0.01054 -1.25550 -0.87689
28 H -2.20189 1.79181 1.54865
29 H -0.94984 -1.78321 1.91562
30 H 2.74698 -2.73377 2.40411
31 O 1.81428 0.93865 -3.97042
32 H 0.70456 -3.65344 0.54801
33 F 1.67343 -0.67923 0.89504
34 H -2.35959 0.54245 -3.73883
35 O 1.96267 -2.97495 1.91122
36 H -0.05067 -2.80892 -2.89709
37 H -3.85170 2.95954 -3.31207
38 H -2.39546 -2.13728 2.19259
39 O -2.41780 -0.19521 -3.13163
40 F -1.08262 1.08827 -0.77645

---

[3]
DFT (wB97M-V/def2-TZVPD) results for a molecular structure, AsF6H22O11 at a distorted geometry.

Properties
**2S+1**: 2
**Electronic energy**: -3675.7609 hartree
**Kohn-Sham gap (alpha / beta)**: 9.4 / 2.3 eV
**LUMO (alpha / beta)**: -0.8 / -8.0 eV
**Strongest force on any atom**: 3.1 eV/Å
**ΔE to the lowest compared entry with this formula, charge and spin**: 0.0 kJ/mol

Cartesian coordinates (Å):
1 O 2.91066 -0.22871 2.18862
2 H -1.06139 -1.93687 -2.44960
3 H 3.71276 -0.31467 -1.62243
4 H -0.06978 -0.02477 4.70464
5 O -4.04756 1.44991 0.33341
6 H -1.22384 0.22101 -3.16009
7 O 0.43187 -3.54030 0.71359
8 H 0.48562 -2.64787 0.37168
9 O 3.67270 2.54917 -0.90328
10 O -0.29917 -2.33658 -2.03069
11 F -1.61580 -0.04313 -0.14667
12 H 2.70949 -2.03603 2.03822
13 O -0.57606 -0.56197 4.09528
14 H 3.31539 0.07413 3.00147
15 As -0.02466 0.81582 0.09361
16 H -4.70107 0.95883 0.83139
17 O 2.78188 -2.97275 2.22138
18 H -3.27553 -0.94869 -0.74831
19 F -0.43109 1.00853 1.81056
20 H -1.94806 4.87079 0.59568
21 F -0.78184 2.39541 -0.15513
22 H 2.29102 0.46304 1.95682
23 O -4.02821 -1.52773 -0.86841
24 F 0.32371 0.70610 -1.66238
25 O 3.00491 -0.59260 -2.20376
26 H 2.21391 -0.22082 -1.81349
27 F 1.58003 1.50981 0.33589
28 H 2.91325 2.10903 -0.52152
29 F 0.72163 -0.81458 0.34184
30 H -1.46161 3.68736 -0.21348
31 H -0.62777 -0.03577 3.29737
32 H 3.92546 3.20156 -0.25003
33 H -3.20741 1.16040 0.68916
34 O -1.67858 4.61674 -0.28697
35 O -1.87781 -0.21921 -3.70301
36 H 0.03479 -4.04560 0.00419
37 H 0.30676 -2.51068 -2.75094
38 H -4.62164 -1.03542 -1.43559
39 H 1.97012 -3.34755 1.87963
40 H -1.74706 0.14467 -4.57864

---

[4]
DFT (wB97M-V/def2-TZVPD) results for a molecular structure, AsF6H26O13 at a distorted geometry.

Properties
**2S+1**: 1
**Electronic energy**: -3828.8564 hartree
**Kohn-Sham gap**: 11.1 eV
**LUMO**: 1.9 eV
**Strongest force on any atom**: 2.2 eV/Å
**Net charge**: -1
**ΔE to the lowest compared entry with this formula, charge and spin**: 303.2 kJ/mol

Cartesian coordinates (Å):
1 H -26.64561 -18.49515 29.12602
2 O -26.13859 -12.60661 18.50216
3 H -22.21901 -11.51443 27.75224
4 O -31.32988 -8.09775 22.96260
5 H -34.79379 -12.22369 20.94895
6 O -33.34892 -14.99527 27.79437
7 H -26.21946 -19.04132 24.09570
8 F -28.12314 -14.17015 22.99744
9 H -30.75616 -8.86171 22.90387
10 H -29.95585 -18.60221 28.45549
11 O -22.74178 -15.51844 24.72200
12 O -25.33902 -18.92216 23.73954
13 O -34.58333 -12.03421 21.86330
14 F -27.31135 -13.19632 25.25211
15 O -29.71163 -19.51818 28.58808
16 H -27.00082 -11.95562 29.15105
17 F -28.83093 -11.95101 23.67335
18 O -32.19107 -15.68039 19.65505
19 O -30.71940 -7.74661 28.18993
20 H -31.09600 -6.93230 28.52356
21 H -31.40774 -7.92771 23.90135
22 H -33.74955 -12.47928 22.01485
23 O -22.43183 -10.82757 28.38403
24 F -30.55137 -13.83703 23.70228
25 H -23.07290 -16.18501 24.12011
26 F -28.96188 -15.15864 25.32415
27 H -32.48812 -16.53027 19.32993
28 H -30.19425 -19.78437 29.37067
29 H -29.61436 -18.51586 22.39834
30 O -26.78943 -11.72610 30.05596
31 F -29.72475 -12.84750 25.96347
32 O -25.73478 -18.25933 29.30214
33 H -25.42341 -17.87562 28.48235
34 H -25.32004 -13.08319 18.36397
35 H -31.38121 -8.41199 28.37836
36 H -21.66029 -10.26109 28.39167
37 H -25.84324 -11.58142 30.05208
38 H -32.93828 -14.25821 27.34231
39 H -26.41222 -12.85094 19.38627
40 H -23.52497 -15.06096 25.02787
41 H -32.73383 -15.22178 28.49193
42 As -28.92933 -13.55022 24.49779
43 H -31.93922 -15.84570 20.56361
44 H -25.26154 -19.59340 23.06155
45 H -28.81489 -18.97870 21.19896
46 O -29.64987 -19.10951 21.64831